(1)
DFT (ωB97M-V/def2-TZVPD) results for a single C5H7NS molecule at a distorted geometry.

Summary:
HOMO (spin up / spin down) (eV): -7.638 / -7.637
Gap between HOMO and LUMO (spin up / spin down) (eV): 7.686 / 7.687
Multiplicity: 1
Total energy (hartree): -647.506747

Positions of all 14 atoms, in Å:
1 C 0.037 -1.474 -0.377
2 C 1.023 -0.414 -0.661
3 C 0.973 0.645 0.436
4 C -0.319 1.248 0.610
5 C -1.938 -0.184 -0.062
6 N -1.224 -1.262 -0.113
7 S -1.329 1.443 -0.817
8 H 0.478 -2.491 -0.622
9 H 2.150 -0.595 -0.780
10 H 0.726 0.103 -1.582
11 H 1.256 -0.032 1.373
12 H 1.526 1.491 0.379
13 H -0.679 1.614 1.485
14 H -2.678 -0.093 0.730



(2)
DFT (ωB97M-V/def2-TZVPD) results for a single C5H7NS molecule at a distorted geometry.

Summary:
HOMO (spin up / spin down) (eV): -7.160 / -7.181
Gap between HOMO and LUMO (spin up / spin down) (eV): 7.279 / 7.250
Multiplicity: 1
Total energy (hartree): -647.535110
Structure (SMILES): CC1=CSCC=N1

Positions of all 14 atoms, in Å:
1 C 0.915 -1.270 -0.213
2 C -0.330 0.315 1.881
3 C 0.271 0.307 -0.340
4 C -0.779 -1.121 1.862
5 C 0.408 1.026 -1.683
6 N 0.023 0.903 0.771
7 S 0.707 -1.993 1.262
8 H 1.867 -1.512 -0.766
9 H 0.017 0.929 2.754
10 H -1.246 -1.655 2.823
11 H -1.526 -1.238 1.025
12 H 0.503 0.232 -2.422
13 H 1.450 1.555 -1.721
14 H -0.449 1.826 -1.892



(3)
DFT (ωB97M-V/def2-TZVPD) results for a single C5H7NS molecule at a distorted geometry.

Summary:
HOMO (eV): -9.093
Gap between HOMO and LUMO (eV): 9.827
Multiplicity: 1
Total energy (hartree): -647.580181
Structure (SMILES): CSC1(C#N)CC1

Positions of all 14 atoms, in Å:
1 C 1.016 0.183 -1.295
2 C -0.886 1.664 -0.540
3 C -1.391 0.266 -0.495
4 C 0.058 0.610 -0.392
5 C 0.990 -1.368 1.365
6 N 1.629 -0.310 -2.128
7 S 0.834 0.377 1.394
8 H -0.880 2.120 -1.527
9 H -1.119 2.251 0.400
10 H -1.639 -0.231 0.433
11 H -1.558 -0.334 -1.364
12 H 1.047 -1.640 0.363
13 H 0.053 -1.923 1.858
14 H 1.847 -1.666 1.927



(4)
DFT (ωB97M-V/def2-TZVPD) results for 2 unconnected molecules or ions with the total composition C5H7NS at a distorted geometry.

Summary:
HOMO (eV): -7.763
Gap between HOMO and LUMO (eV): 8.339
Multiplicity: 1
Total energy (hartree): -647.473971

Positions of all 14 atoms, in Å:
1 C -2.018 -1.023 0.030
2 C 0.323 0.532 0.032
3 C -1.407 -2.187 0.087
4 C -1.392 2.232 0.100
5 C 1.714 0.142 -0.174
6 N -0.342 1.511 0.052
7 S -2.988 0.204 -0.101
8 H -1.973 -3.014 0.161
9 H -0.323 -2.385 0.278
10 H -1.494 2.587 1.110
11 H -1.756 2.538 -0.757
12 H 1.758 -1.006 -0.271
13 H 2.465 0.725 0.509
14 H 2.112 0.652 -1.103



(5)
DFT (ωB97M-V/def2-TZVPD) results for a single C5H7NS2 molecule at a distorted geometry.

Summary:
HOMO (eV): -8.423
Gap between HOMO and LUMO (eV): 8.594
Multiplicity: 1
Total energy (hartree): -1045.829956
Structure (SMILES): S=C1NC=CC[C@H]1S

Positions of all 15 atoms, in Å:
1 C 0.000 -1.226 -0.134
2 C -1.315 -0.365 0.172
3 C -1.037 1.082 -0.134
4 C 0.150 1.557 0.144
5 C 1.170 -0.630 0.605
6 H 0.445 -0.054 -2.110
7 H -0.141 -2.338 0.234
8 H -1.581 -0.594 1.188
9 H -2.151 -0.681 -0.500
10 H -1.768 1.623 -0.681
11 H 0.448 2.581 -0.019
12 H 1.934 1.249 1.069
13 N 1.149 0.716 0.687
14 S 0.376 -1.377 -1.872
15 S 2.320 -1.545 1.351



(6)
DFT (ωB97M-V/def2-TZVPD) results for a gas-phase ion, C5H7O2S (charge -1) at a distorted geometry.

Summary:
HOMO (eV): -3.396
Gap between HOMO and LUMO (eV): 7.283
Charge: -1
Multiplicity: 1
Total energy (hartree): -743.315348

Positions of all 15 atoms, in Å:
1 C -1.087 0.479 -2.265
2 C -0.019 0.750 -1.524
3 C -0.394 0.316 0.856
4 C 0.334 -0.156 -0.135
5 C -0.401 -0.197 2.249
6 O 2.416 -1.066 0.978
7 O 2.385 -1.478 -1.504
8 S 1.612 -1.575 -0.191
9 H -1.434 1.289 -2.988
10 H -1.706 -0.272 -2.083
11 H 0.602 1.613 -1.708
12 H -1.098 1.193 0.857
13 H 0.002 -1.173 2.114
14 H -1.501 -0.186 2.426
15 H 0.287 0.464 2.917



(7)
DFT (ωB97M-V/def2-TZVPD) results for a molecular structure, C5H7O5Pd at a distorted geometry.

Summary:
HOMO (spin up / spin down) (eV): -4.934 / -9.473
Gap between HOMO and LUMO (spin up / spin down) (eV): 4.375 / 6.699
Multiplicity: 4
Total energy (hartree): -698.479748
⟨S²⟩: 3.7624

Positions of all 18 atoms, in Å:
1 O -3.883 0.024 -0.995
2 C -3.358 0.006 0.053
3 O -3.082 0.404 1.120
4 O -1.618 -2.185 -1.746
5 C -1.680 -1.443 -0.752
6 O -0.407 -1.509 -0.133
7 C -0.111 -0.689 0.993
8 C 1.124 0.150 0.785
9 O 0.998 0.871 -0.416
10 C 2.084 1.732 -0.670
11 Pd 0.501 -2.190 -1.412
12 H 0.031 -1.356 1.852
13 H -0.960 -0.020 1.176
14 H 2.016 -0.502 0.739
15 H 1.231 0.834 1.647
16 H 1.940 2.152 -1.672
17 H 2.127 2.527 0.094
18 H 3.046 1.192 -0.663



(8)
DFT (ωB97M-V/def2-TZVPD) results for a single C5H8 molecule.

Summary:
HOMO (eV): -9.358
Gap between HOMO and LUMO (eV): 10.435
Multiplicity: 1
Total energy (hartree): -195.249083
Structure (SMILES): CC#CCC

Positions of all 13 atoms, in Å:
1 C -0.027 -1.775 0.976
2 C 1.108 -0.792 0.648
3 C 0.577 0.244 -0.238
4 C -0.138 1.001 -0.843
5 C -1.094 1.831 -1.567
6 H -0.955 -1.222 1.171
7 H 0.214 -2.375 1.858
8 H -0.217 -2.459 0.143
9 H 1.962 -1.316 0.202
10 H 1.464 -0.336 1.579
11 H -1.929 2.113 -0.912
12 H -0.626 2.748 -1.937
13 H -1.511 1.266 -2.407



- Which of these has the highest total energy?
  C5H8



- Look up the total energy of the third one.
  -647.580181 hartree



- Among the records above, which one has the lowest total energy?
  C5H7NS2